# 1
ORCA calculation (ωB97M-V/def2-TZVPD) on 2 unconnected molecules or ions with the total composition C2H5NO2S at a distorted geometry.

The LUMO energy comes out at -0.32 eV. As for the frontier orbital gap: 9.07 eV. Its total charge is 0. The total energy is -18570.7614 eV. The HOMO energy comes out at -0.3450 hartree. Its strongest force on any atom is 3.43 eV/A. For the molecular weight, the calculation gives 107.1 g mol⁻¹. Its energy above the lowest of the compared OMol25 structures with the same formula, charge and spin is 110.9 kcal per mole.

CARTESIAN COORDINATES (ANGSTROEM)
1 C -0.981 -0.224 -0.638
2 C 1.352 0.565 0.251
3 N -1.033 -1.263 0.065
4 O 1.952 2.250 -1.455
5 O -1.607 -1.323 1.364
6 S 1.227 2.112 -0.199
7 H -1.258 0.785 -0.197
8 H -0.507 -0.387 -1.606
9 H 0.956 0.038 1.139
10 H 1.760 -0.302 -0.305
11 H -1.860 -2.251 1.581

# 2
ORCA calculation (ωB97M-V/def2-TZVPD) on a single C2H5NO2S molecule at a distorted geometry.

The LUMO energy comes out at 0.59 eV. As for the frontier orbital gap: 10.33 eV. Its total charge is 0. The total energy is -18573.6889 eV. The HOMO energy comes out at -0.3577 hartree. Its strongest force on any atom is 4.53 eV/A. For the molecular weight, the calculation gives 107.1 g mol⁻¹. Its energy above the lowest of the compared OMol25 structures with the same formula, charge and spin is 43.4 kcal per mole.

CARTESIAN COORDINATES (ANGSTROEM)
1 O 0.862 1.117 0.061
2 C 0.174 0.174 0.139
3 C 0.252 -0.793 -1.212
4 O 0.882 -0.010 -2.185
5 N -0.859 0.082 1.110
6 S -0.500 0.729 2.650
7 H -0.772 -1.087 -1.748
8 H 0.692 -1.647 -0.769
9 H 1.827 0.387 -1.853
10 H -1.390 -0.761 1.238
11 H -1.168 1.807 2.568

# 3
ORCA calculation (ωB97M-V/def2-TZVPD) on a single C2H5NO2S molecule at a distorted geometry.

The LUMO energy comes out at 0.10 eV. As for the frontier orbital gap: 10.26 eV. Its total charge is 0. The total energy is -18573.2881 eV. The HOMO energy comes out at -0.3734 hartree. Its strongest force on any atom is 5.33 eV/A. For the molecular weight, the calculation gives 107.1 g mol⁻¹. Its energy above the lowest of the compared OMol25 structures with the same formula, charge and spin is 52.6 kcal per mole.

CARTESIAN COORDINATES (ANGSTROEM)
1 O -0.532 1.398 0.066
2 C -0.418 0.145 0.058
3 C -1.705 -0.809 -0.030
4 O -2.878 0.039 -0.146
5 N 0.668 -0.601 0.326
6 S 2.333 -0.039 -0.196
7 H -1.740 -1.291 1.034
8 H -1.553 -1.417 -0.839
9 H -2.200 0.969 0.000
10 H 0.612 -1.577 0.102
11 H 2.892 0.642 1.035

# 4
ORCA calculation (ωB97M-V/def2-TZVPD) on a single C2H5NO2S molecule at a distorted geometry.

The LUMO energy comes out at 0.06 eV. As for the frontier orbital gap: 10.91 eV. Its total charge is 0. The total energy is -18572.6364 eV. The HOMO energy comes out at -0.3990 hartree. Its strongest force on any atom is 4.96 eV/A. For the molecular weight, the calculation gives 107.1 g mol⁻¹. Its energy above the lowest of the compared OMol25 structures with the same formula, charge and spin is 67.6 kcal per mole.

CARTESIAN COORDINATES (ANGSTROEM)
1 C 1.012 -0.837 0.503
2 C 0.483 0.587 0.714
3 N -0.949 0.466 0.262
4 S -1.506 0.378 -1.121
5 O -2.936 0.186 -1.217
6 O -0.654 0.458 -2.317
7 H 0.348 -1.481 0.935
8 H 1.058 -1.108 -0.659
9 H 1.866 -0.924 1.035
10 H 0.907 1.326 0.183
11 H 0.371 0.949 1.682

# 5
ORCA calculation (ωB97M-V/def2-TZVPD) on a molecular structure, C2H5NO2S at a distorted geometry.

The LUMO energy comes out at -0.74 eV. As for the frontier orbital gap: 9.64 eV. Its total charge is 0. The total energy is -18571.3324 eV. The HOMO energy comes out at -0.3815 hartree. Its strongest force on any atom is 4.56 eV/A. For the molecular weight, the calculation gives 107.1 g mol⁻¹. Its energy above the lowest of the compared OMol25 structures with the same formula, charge and spin is 97.7 kcal per mole.

CARTESIAN COORDINATES (ANGSTROEM)
1 C -0.939 0.212 0.181
2 C -0.946 -1.115 -0.114
3 N 1.174 1.541 0.503
4 O 1.539 -0.843 0.954
5 O 1.345 -0.346 -1.387
6 S 1.153 0.128 -0.048
7 H -0.976 0.845 -0.722
8 H -1.231 0.708 1.066
9 H -1.022 -1.652 0.821
10 H -0.836 -1.645 -1.116
11 H 0.739 2.167 -0.138

# 6
ORCA calculation (ωB97M-V/def2-TZVPD) on 2 unconnected molecules or ions with the total composition C2H5NO3 at a distorted geometry.

The LUMO energy comes out at 0.36 eV. As for the frontier orbital gap: 10.94 eV. Its total charge is 0. The total energy is -9785.3299 eV. The HOMO energy comes out at -0.3887 hartree. Its strongest force on any atom is 1.57 eV/A. For the molecular weight, the calculation gives 91.1 g mol⁻¹. Its energy above the lowest of the compared OMol25 structures with the same formula, charge and spin is 65.9 kcal per mole.

CARTESIAN COORDINATES (ANGSTROEM)
1 C -1.737 0.630 -0.132
2 N -2.331 -0.499 -0.162
3 O -3.677 -0.379 0.184
4 H -2.341 1.489 0.147
5 H -0.656 0.683 -0.194
6 H -4.087 -1.235 -0.056
7 O 4.460 -0.666 -0.023
8 C 3.289 -0.416 0.038
9 O 2.770 0.832 0.051
10 H 2.502 -1.185 0.076
11 H 1.808 0.746 0.072